C4H50BO33 | wB97M-V/def2-TZVPD

Each line ends with the Mulliken charge.
CARTESIAN COORDINATES (ANGSTROEM)
O (0.83707, 1.17501, -2.83732)  -0.76
C (0.83007, 1.02501, -1.62632)  0.63
O (-0.21293, 0.82901, -0.94432)  0.51
B (0.23007, 0.29001, 0.34968)  -0.01
O (1.65307, 0.69501, 0.33368)  -0.70
C (1.95507, 1.07301, -0.82032)  0.50
O (2.91107, 1.76801, -1.07832)  -0.52
O (0.06907, -1.17299, 0.37868)  1.09
C (-0.82493, -1.38299, 1.15768)  0.26
O (-1.34593, -2.52599, 1.29068)  -0.61
C (-1.17793, -0.25899, 1.86768)  0.06
O (-0.55693, 0.75201, 1.49568)  1.00
O (-2.16493, -0.18499, 2.67368)  -0.33
O (3.25307, -1.16399, -2.49132)  -0.67
H (4.06407, -1.33899, -2.94232)  0.33
H (3.41007, -1.29499, -1.55732)  0.11
O (2.58207, -2.12799, 0.14268)  -0.76
H (2.69807, -1.53599, 0.90068)  0.34
H (1.65807, -2.02999, -0.09732)  0.20
O (0.20707, -4.73199, -0.21732)  -0.61
H (0.57807, -4.46399, 0.65868)  0.32
H (0.54707, -4.11299, -0.86632)  0.30
O (2.76807, 0.83201, -4.61132)  -0.81
H (3.02807, 0.13601, -3.97232)  0.33
H (1.96807, 1.10901, -4.18932)  0.63
O (-2.42993, -3.59899, -1.47332)  -0.62
H (-1.54093, -3.45299, -1.18932)  0.27
H (-2.59393, -4.52299, -1.41532)  0.25
O (-1.30393, 3.61501, -2.36532)  -0.64
H (-1.59593, 4.50601, -2.67132)  0.25
H (-0.32493, 3.63901, -2.34732)  0.37
O (1.72007, 2.35001, 3.00068)  -0.55
H (1.63107, 2.76401, 2.12068)  0.27
H (2.51507, 1.83101, 3.18868)  0.28
O (1.43407, 4.20101, -1.73932)  -0.65
H (1.45307, 4.22601, -0.78332)  0.20
H (1.60207, 5.12301, -2.01132)  0.26
O (-3.40893, -0.63299, -0.22232)  -0.76
H (-3.90193, -0.63399, 0.61368)  0.18
H (-3.38193, 0.30801, -0.42832)  0.29
O (-4.19993, -0.24699, 4.63168)  -0.72
H (-4.54793, -1.07199, 5.03368)  0.32
H (-3.31893, -0.48299, 4.28568)  0.26
O (-1.84593, 1.29501, -3.69732)  -0.84
H (-1.75793, 0.60601, -3.04332)  0.41
H (-1.57893, 2.11201, -3.23632)  0.52
O (-4.95693, -0.77599, 1.98468)  -0.58
H (-4.65493, -0.74599, 2.87168)  0.35
H (-5.91093, -0.88799, 2.08268)  0.23
O (-0.11093, 0.67901, 4.89868)  -0.61
H (-1.00293, 1.02801, 4.96668)  0.29
H (0.40007, 1.45501, 4.54368)  0.33
O (-0.10093, -0.07499, -5.36332)  -0.67
H (0.10707, -0.96099, -5.05432)  0.31
H (-0.32293, 0.45101, -4.60332)  0.35
O (-3.19493, -2.65899, 3.67768)  -0.70
H (-2.76693, -2.64999, 2.84968)  0.09
H (-2.53993, -2.60999, 4.35868)  0.28
O (5.20507, 0.22701, 0.25768)  -0.67
H (5.13807, -0.70099, -0.01332)  0.29
H (5.30007, 0.75301, -0.50732)  0.32
O (0.71607, -2.40099, -1.99432)  -0.67
H (1.55307, -2.02499, -2.23632)  0.45
H (0.05107, -1.67099, -1.84932)  0.10
O (-1.80893, -0.98699, -2.46232)  -0.79
H (-2.13593, -1.55199, -3.17832)  0.32
H (-2.46593, -1.03199, -1.79032)  0.26
O (-3.21393, -4.43899, 1.18868)  -0.68
H (-3.74393, -4.15799, 1.91868)  0.35
H (-2.55293, -3.83399, 1.30568)  0.47
O (-1.23193, 3.46101, 3.16868)  -0.72
H (-0.62393, 2.91001, 2.73468)  0.09
H (-1.48193, 2.87601, 3.92568)  0.36
O (5.39607, 1.33701, -2.49832)  -0.73
H (5.71507, 2.08301, -2.99132)  0.31
H (4.54307, 1.68301, -2.26432)  0.40
O (3.63307, 3.28501, 0.78968)  -0.70
H (3.52607, 2.56901, 0.14268)  0.31
H (3.85507, 2.70001, 1.55668)  0.29
O (-3.50093, 2.04901, 2.23468)  -0.68
H (-3.03293, 2.84901, 2.40468)  0.44
H (-2.90793, 1.33501, 2.35868)  0.09
O (3.50307, 3.41601, -3.44232)  -0.80
H (2.72607, 3.39201, -2.92432)  0.29
H (3.47207, 2.59701, -3.97232)  0.48
O (-0.95493, -4.41399, 3.80568)  -0.61
H (-0.87193, -3.93699, 4.62768)  0.30
H (-0.33693, -3.90899, 3.24168)  0.31

Its spin multiplicity is 1. As for the total charge: -1. For the HOMO energy, the calculation gives -0.2763 hartree. The total energy comes out at -2690.47429 Ha. As for the largest force on an atom: 11.75 eV Å⁻¹. The energy above the lowest of the compared OMol25 structures with the same formula, charge and spin comes out at 0.1133 eV.